Entry 1:
63
Properties=species:S:1:pos:R:3:forces:R:3:lowdin_charge:R:1 method="wB97M-V/def2-TZVPD" multiplicity=7 e_above_lowest_kj_mol=372.2 gap_ev="2.70 / 3.77" homo_energy_ev="0.750 / -0.325" total_charge=-2 energy_ev=-263549.038 max_force_ev_per_a=4.608
Eu -0.547 -0.112 1.473 -1.3 0.5 0.2 0.867
Se 1.119 -1.359 -1.416 1.2 -0.2 -1.0 0.660
P 0.494 0.674 -2.247 -2.0 0.8 0.6 0.296
Se -0.747 1.866 -0.855 0.8 -1.0 -1.0 0.222
C 1.585 1.834 -3.063 1.5 -0.1 2.5 -0.462
C 2.789 2.093 -2.412 2.1 -0.5 0.3 -0.063
C 3.867 2.652 -3.151 0.4 0.5 1.2 -0.092
C 3.652 3.128 -4.414 -1.5 -1.5 -2.3 -0.106
C 2.356 2.920 -5.043 0.0 1.3 0.8 -0.065
C 1.285 2.455 -4.242 -0.3 0.3 -2.4 -0.126
C -0.414 0.020 -3.670 0.7 0.3 0.0 -0.454
C 0.305 -0.328 -4.845 -1.0 0.2 -0.5 -0.127
C -0.424 -0.839 -5.908 1.0 0.5 -1.0 -0.110
C -1.779 -1.162 -5.797 -0.4 0.0 -1.0 -0.111
C -2.459 -0.800 -4.657 1.0 0.4 1.3 -0.063
C -1.773 -0.142 -3.573 -1.3 -0.9 -1.9 -0.078
H 3.008 1.816 -1.341 -0.5 -0.1 -1.2 0.128
H 4.928 2.744 -2.786 -1.5 -0.1 0.2 0.124
H 4.521 3.429 -5.003 -0.4 0.2 0.0 0.091
H 2.130 3.194 -6.106 0.4 0.1 1.2 0.101
H 0.198 2.519 -4.540 1.5 -0.4 -0.2 0.138
H 1.348 -0.057 -5.072 -0.6 -0.1 0.7 0.110
H 0.102 -0.785 -6.898 -0.7 -0.8 0.9 0.113
H -2.321 -1.600 -6.674 0.5 0.4 1.0 0.110
H -3.505 -1.014 -4.540 -0.3 0.0 -0.1 0.096
H -2.388 0.269 -2.778 0.5 -0.2 0.3 0.083
S -1.469 -2.777 1.413 1.4 0.1 -0.5 0.397
C -3.127 -2.810 1.724 -3.7 1.6 1.0 -0.798
C -3.756 -4.021 2.081 0.7 0.2 0.3 -0.204
C -5.056 -4.139 2.454 -3.3 0.3 0.2 -0.165
C -5.984 -3.054 2.364 1.6 -0.3 0.2 -0.148
C -5.454 -1.795 2.103 1.1 -1.9 -0.7 -0.203
C -4.051 -1.645 1.812 -0.5 -1.3 -0.1 -0.719
S -3.682 0.013 1.458 1.3 0.7 -0.3 0.431
H -3.153 -4.899 2.167 0.5 -0.4 -0.1 0.070
H -5.551 -5.061 2.820 0.9 0.1 -0.4 0.081
H -7.043 -3.237 2.509 0.0 0.1 0.2 0.067
H -6.101 -0.953 1.969 -0.1 0.5 0.2 0.052
C -0.630 2.817 4.813 1.1 -1.4 -1.2 -0.080
C -1.446 1.477 4.769 1.4 1.3 0.7 -0.280
O -1.647 1.100 3.425 0.8 0.3 0.3 -0.274
H -0.252 3.168 5.748 -0.4 -0.2 1.3 0.047
H -1.127 3.646 4.350 -0.4 0.3 -0.5 0.055
H 0.357 2.648 4.293 -1.2 0.1 -0.1 0.045
H -2.355 1.557 5.358 -0.5 0.1 -0.3 0.103
H -0.833 0.738 5.288 0.0 -0.3 -0.2 0.103
H -2.553 0.856 3.183 -0.8 -0.3 -0.2 -0.063
C 3.064 -1.162 5.623 -0.9 0.4 1.2 -0.452
S 4.458 -1.101 4.542 0.5 -1.4 -0.2 0.738
C 3.857 0.039 3.451 -3.5 0.9 -2.6 -1.080
C 2.559 0.016 2.768 4.3 -0.3 1.7 -1.136
S 1.641 -1.388 2.377 0.6 -0.5 0.8 0.344
S 2.084 1.630 2.308 -1.1 -0.9 -0.2 0.674
C 3.599 2.389 2.468 0.4 -0.2 0.2 -1.639
S 3.775 3.792 1.620 0.7 1.8 -0.9 0.244
S 4.763 1.526 3.425 -0.3 0.5 0.1 0.743
H 3.220 -2.093 6.170 -0.6 0.0 0.2 0.014
H 2.072 -1.102 5.112 1.0 -0.5 0.2 0.019
H 3.088 -0.323 6.344 0.1 -0.3 -0.3 0.037
C 2.208 -2.274 -3.005 -0.6 1.4 1.1 -0.306
H 3.049 -2.746 -2.472 -0.6 0.0 -0.5 0.016
H 2.526 -1.401 -3.548 0.6 0.3 -0.1 -0.028
H 1.620 -2.844 -3.722 -0.2 -0.4 0.7 0.015

=====

Entry 2:
21
Properties=species:S:1:pos:R:3:forces:R:3:lowdin_charge:R:1 method="wB97M-V/def2-TZVPD" multiplicity=6 e_above_lowest_kj_mol=40.1 gap_ev="6.16 / 7.70" homo_energy_ev="-15.016 / -18.772" total_charge=+2 energy_ev=-62805.621 max_force_ev_per_a=10.881
O -0.759 2.825 -4.838 -0.4 -4.9 4.8 0.248
C -0.830 2.057 -3.946 0.3 6.6 -7.0 0.048
Fe -0.915 1.495 -2.182 -0.9 2.3 -1.6 0.326
C -1.262 1.665 -0.345 0.1 1.2 5.0 -0.177
O -1.372 1.591 0.834 0.0 -0.2 -3.1 0.185
C -1.653 -0.231 -2.190 -1.1 -2.7 0.5 -0.212
O -1.982 -1.229 -1.667 1.0 1.2 -1.5 0.225
C 0.807 1.450 -1.665 9.8 -0.7 4.8 0.003
O 1.824 1.479 -1.040 -6.0 0.0 -3.7 0.185
C -2.630 1.246 -1.482 -3.9 -1.3 2.9 -0.235
O -3.710 1.170 -1.018 1.9 0.3 -1.9 0.252
H -0.885 0.123 -3.146 -0.8 -1.8 0.6 0.153
C 2.728 -1.102 2.362 0.4 0.1 -0.8 -0.290
S 1.582 -2.015 1.349 -1.1 0.5 1.7 1.157
C 0.266 -1.956 2.601 -0.6 1.5 0.2 -0.279
H 3.250 -0.388 1.744 0.4 0.2 -0.4 0.066
H 3.451 -1.832 2.701 0.4 -0.3 0.3 0.086
H 2.238 -0.590 3.168 -0.1 0.0 0.3 0.057
H 0.542 -1.350 3.469 0.4 -0.2 -0.3 0.064
H -0.696 -1.504 2.317 0.3 -0.2 -0.9 0.082
H 0.006 -2.904 2.973 -0.1 -1.7 0.1 0.057

=====

Entry 3:
14
Properties=species:S:1:pos:R:3:forces:R:3:lowdin_charge:R:1 method="wB97M-V/def2-TZVPD" multiplicity=2 e_above_lowest_kj_mol=295.6 gap_ev="2.33 / 8.96" homo_energy_ev="1.224 / -5.061" total_charge=-1 energy_ev=-15578.984 max_force_ev_per_a=5.268
C 1.777 0.468 -0.789 -0.9 1.0 -0.7 -0.511
S 1.201 1.840 -1.942 -0.8 -0.4 0.2 0.101
H 2.768 0.750 -0.616 1.6 -0.3 0.3 -0.047
H 1.550 -0.522 -1.110 0.3 -0.8 -0.8 -0.025
H 1.180 0.613 0.063 -0.1 0.3 1.3 -0.072
C -0.789 -0.189 1.051 -1.2 -2.6 1.2 -0.333
C -1.361 0.083 -0.097 -1.6 -0.3 -1.8 -0.089
N -0.918 -1.543 1.701 -4.6 2.4 -1.1 -0.021
H -0.332 0.584 1.646 0.2 -0.1 0.2 0.078
H -1.378 1.147 -0.429 -0.2 -1.2 0.1 0.033
H -1.867 -0.759 -0.749 1.1 2.0 1.3 0.097
H -0.056 1.682 -1.439 0.6 0.4 -0.7 -0.234
H -1.654 -2.156 1.191 1.4 1.8 0.9 0.082
H -0.122 -2.000 1.519 4.1 -2.2 -0.4 -0.057

=====

Entry 4:
64
Properties=species:S:1:pos:R:3:forces:R:3:lowdin_charge:R:1 method="wB97M-V/def2-TZVPD" multiplicity=1 e_above_lowest_kj_mol=0.0 gap_ev=6.50 homo_energy_ev=-8.860 total_charge=0 energy_ev=-89009.431 max_force_ev_per_a=3.135
Cl 3.140 1.150 1.581 -0.3 -0.7 0.0 0.491
B 2.670 -0.648 1.731 1.6 -0.2 0.0 -1.865
Cl 3.441 -1.672 0.372 -0.2 0.1 0.2 0.515
Cl 3.101 -1.309 3.429 -0.3 0.2 -0.6 0.509
O 1.204 -0.729 1.579 -2.9 -1.2 0.0 -0.071
C 0.247 -1.575 1.457 1.5 1.8 0.3 0.029
C -1.083 -1.073 1.675 -0.7 0.4 0.2 -0.149
C -2.202 -1.924 1.861 0.4 0.2 -0.3 0.015
C -3.486 -1.394 1.937 0.2 0.2 0.1 -0.074
C -3.665 0.002 1.884 1.1 -0.5 -0.3 -0.655
Cl -5.243 0.650 1.877 -0.2 0.1 0.1 0.740
C -2.558 0.867 1.776 0.0 -0.3 0.1 -0.068
C -1.280 0.335 1.691 -0.3 -0.2 0.1 0.034
H 0.422 -2.609 1.133 0.2 0.2 0.3 0.146
H -2.026 -2.998 1.960 -0.2 0.2 -0.1 0.109
H -4.357 -2.044 2.037 0.3 0.2 0.0 0.116
H -2.704 1.945 1.759 0.0 -0.3 0.0 0.117
H -0.420 0.999 1.632 -0.2 -0.2 -0.1 0.134
F -0.637 -4.921 4.001 0.2 -0.5 -0.5 -0.001
C -0.157 -6.111 3.363 0.4 -0.5 0.6 -0.271
C 0.763 -6.849 4.369 -0.5 0.2 -0.2 -0.183
C 0.804 -6.501 5.723 0.1 0.0 -0.2 -0.021
C 1.696 -7.155 6.578 -0.1 0.0 -0.2 -0.074
C 2.546 -8.145 6.083 0.0 0.0 0.0 -0.091
C 2.472 -8.528 4.743 -0.4 0.3 -0.1 -0.065
C 1.543 -7.910 3.899 0.3 -0.1 0.1 -0.038
C -1.380 -6.956 2.979 0.0 0.4 0.6 -0.134
C -1.600 -8.207 3.557 0.0 -0.2 -0.3 -0.014
C -2.645 -9.015 3.094 0.1 0.2 0.2 -0.069
C -3.529 -8.529 2.138 0.0 0.0 -0.1 -0.087
C -3.400 -7.219 1.674 0.2 0.2 0.2 -0.077
C -2.340 -6.427 2.112 0.0 -0.2 -0.1 -0.039
C 0.680 -5.602 2.142 -0.2 0.0 -0.4 -0.206
C 1.925 -4.798 2.573 -0.7 0.3 0.3 -0.108
C 3.073 -5.225 1.660 0.4 -0.3 -0.1 -0.133
C 2.477 -6.233 0.669 -0.3 0.1 -0.2 -0.134
N 1.200 -6.665 1.263 0.4 0.2 0.4 -0.085
C 0.289 -7.272 0.361 -0.2 0.1 -0.5 -0.243
C -0.486 -6.470 -0.483 -0.5 -0.6 0.1 -0.018
C -1.526 -7.071 -1.198 1.0 0.2 0.3 -0.152
N -1.739 -8.379 -1.153 -0.8 -0.5 0.0 0.051
C -0.964 -9.166 -0.404 0.6 0.7 -0.1 -0.132
C 0.127 -8.663 0.315 -0.5 0.3 0.1 0.016
H 0.146 -5.712 6.095 0.3 -0.2 -0.1 0.119
H 1.727 -6.875 7.630 0.0 -0.1 -0.2 0.104
H 3.262 -8.630 6.746 -0.2 0.1 -0.1 0.101
H 3.129 -9.298 4.344 -0.2 0.1 0.2 0.103
H 1.416 -8.219 2.859 0.3 0.1 0.5 0.102
H -0.948 -8.560 4.359 -0.2 0.0 -0.5 0.118
H -2.757 -10.024 3.493 0.0 0.3 -0.1 0.106
H -4.321 -9.167 1.748 0.1 0.2 0.1 0.107
H -4.116 -6.809 0.962 0.1 -0.2 0.2 0.108
H -2.251 -5.388 1.779 0.0 -0.4 0.0 0.102
H 0.004 -4.953 1.546 0.0 0.0 0.4 0.115
H 1.699 -3.727 2.452 0.3 -0.4 0.2 0.065
H 2.127 -4.965 3.643 0.1 0.1 -0.5 0.124
H 3.468 -4.346 1.130 0.1 -0.5 0.3 0.065
H 3.879 -5.716 2.228 -0.2 0.4 -0.1 0.117
H 2.316 -5.761 -0.318 -0.1 -0.1 0.2 0.119
H 3.092 -7.122 0.492 0.1 0.2 0.1 0.121
H -0.335 -5.396 -0.515 -0.1 -0.1 0.0 0.110
H -2.205 -6.452 -1.787 0.1 -0.3 -0.1 0.107
H -1.216 -10.228 -0.351 0.1 0.3 -0.2 0.109
H 0.781 -9.327 0.880 -0.2 0.2 0.0 0.112

=====

Entry 5:
8
Properties=species:S:1:pos:R:3:forces:R:3:lowdin_charge:R:1 method="wB97M-V/def2-TZVPD" multiplicity=1 e_above_lowest_kj_mol=128.0 gap_ev="8.04 / 8.24" homo_energy_ev="-10.265 / -10.426" total_charge=0 energy_ev=-24044.527 max_force_ev_per_a=4.331
N -1.134 -0.348 0.170 0.1 2.4 -3.5 -0.568
N 1.196 -0.189 -0.056 0.5 0.7 2.7 -0.416
O -1.409 -1.173 0.920 -1.0 -2.8 3.1 0.091
O -1.219 -0.379 -1.048 -0.2 0.5 1.1 0.039
O 1.549 -1.004 0.747 -0.1 -0.1 -0.4 0.081
O 1.569 0.125 -1.108 0.4 0.3 -1.5 0.142
O -0.543 2.133 -0.310 0.1 1.2 -0.5 -0.471
S -0.301 1.308 0.833 0.2 -2.2 -1.0 1.103

=====

Entry 6:
126
Properties=species:S:1:pos:R:3:forces:R:3:lowdin_charge:R:1 method="wB97M-V/def2-TZVPD" multiplicity=6 e_above_lowest_kj_mol=356.1 gap_ev="8.88 / 8.58" homo_energy_ev="-12.795 / -12.797" total_charge=+1 energy_ev=-200254.578 max_force_ev_per_a=4.821
Mn -11.763 -4.807 -9.886 1.5 1.0 -1.7 1.203
O -11.315 -2.046 -12.674 -0.4 -0.4 1.1 0.129
C -11.367 -2.915 -11.675 1.1 -3.8 1.1 -0.723
O -12.404 -3.119 -10.994 -3.0 1.2 0.8 -0.066
O -10.476 -3.787 -11.382 1.3 1.5 -1.6 -0.075
H -12.145 -1.549 -12.536 -0.2 0.7 -0.4 0.093
O -5.398 -4.570 -13.779 -0.2 1.0 -0.4 -0.270
S -6.149 -3.366 -14.014 -1.8 -1.3 -0.3 0.635
O -5.948 -2.188 -13.224 0.3 0.1 -0.2 -0.286
O -6.038 -3.022 -15.594 0.3 -0.7 1.1 -0.250
C -6.526 -1.741 -16.014 0.6 0.4 -0.9 -0.263
C -6.313 -1.657 -17.521 0.3 -0.6 -0.6 -0.048
C -7.913 -3.841 -13.940 0.5 1.0 -0.5 -0.098
H -5.898 -1.000 -15.521 -0.5 0.2 0.2 0.126
H -7.596 -1.636 -15.826 1.0 -0.2 0.8 0.056
H -6.498 -2.606 -18.029 -0.4 -0.2 0.4 0.071
H -5.279 -1.466 -17.809 0.0 0.4 0.3 0.087
H -6.967 -0.945 -18.024 0.1 0.3 0.3 0.083
H -8.561 -2.968 -14.034 0.4 0.3 0.2 0.039
H -8.150 -4.300 -12.985 0.2 -0.4 0.0 0.067
H -8.121 -4.393 -14.856 0.5 -0.3 1.2 0.008
O -7.568 -6.129 -8.461 -1.5 -0.1 -0.3 -0.230
S -8.680 -6.444 -9.318 2.8 -1.5 -0.3 0.655
O -9.842 -5.583 -9.361 -0.3 -0.1 0.5 -0.348
O -8.133 -6.504 -10.804 -1.6 1.1 0.3 -0.272
C -6.864 -7.085 -11.171 0.6 -1.3 1.1 -0.218
C -7.141 -8.247 -12.132 1.0 1.8 -0.8 -0.034
C -9.210 -8.158 -9.089 -0.5 0.2 0.3 -0.079
H -6.367 -7.470 -10.275 -0.3 0.1 0.2 0.115
H -6.190 -6.306 -11.524 -0.4 0.1 -0.4 0.124
H -6.284 -8.917 -12.090 -0.4 -0.4 0.1 0.089
H -7.089 -7.788 -13.124 -0.3 -0.4 -0.2 0.078
H -8.131 -8.668 -12.000 0.2 -0.4 0.2 0.064
H -9.998 -8.375 -9.809 0.0 0.1 -0.1 0.054
H -9.592 -8.318 -8.080 -0.1 0.4 0.0 0.082
H -8.420 -8.898 -9.202 0.4 0.5 -0.3 0.086
O -13.784 -0.235 -8.553 -0.5 -0.4 -0.1 -0.273
S -14.892 -1.022 -8.084 -1.4 -0.5 -0.2 0.624
O -15.012 -1.376 -6.704 0.2 0.1 -0.3 -0.272
O -16.300 -0.294 -8.439 1.8 -0.6 0.3 -0.248
C -16.429 0.200 -9.787 -0.6 -0.6 -0.3 -0.283
C -16.524 1.693 -9.745 -0.5 0.1 0.0 -0.043
C -15.132 -2.569 -9.058 0.6 0.5 0.4 -0.100
H -17.340 -0.302 -10.129 -0.2 0.5 0.0 0.110
H -15.680 -0.190 -10.486 0.5 0.2 0.4 0.095
H -17.227 1.964 -8.956 -0.1 0.0 -0.1 0.094
H -16.935 2.021 -10.702 0.2 0.3 0.1 0.091
H -15.590 2.199 -9.510 0.0 -0.3 -0.2 0.050
H -14.668 -3.388 -8.506 0.1 0.2 0.2 0.052
H -14.647 -2.500 -10.030 -0.2 0.2 -0.1 0.033
H -16.199 -2.765 -9.119 0.0 0.2 -0.1 0.060
O -9.409 -0.745 -9.671 0.0 0.1 -0.5 -0.256
S -9.335 0.080 -10.841 0.9 0.2 -1.1 0.622
O -10.457 0.877 -11.246 0.1 -0.1 0.2 -0.285
O -8.108 1.101 -10.721 -0.9 -0.4 0.2 -0.255
C -6.861 0.574 -10.236 1.3 0.0 0.0 -0.272
C -5.762 1.193 -11.071 0.7 0.3 0.8 -0.065
C -8.766 -0.841 -12.323 -0.7 -0.3 1.7 -0.088
H -6.780 -0.514 -10.254 -0.5 0.0 0.0 0.119
H -6.717 0.912 -9.210 -0.3 -0.1 0.1 0.128
H -4.779 1.034 -10.617 -0.2 -0.2 0.4 0.086
H -5.916 2.268 -10.962 0.1 0.1 -0.9 0.087
H -5.605 0.795 -12.072 -0.7 0.3 -0.2 0.074
H -7.686 -0.755 -12.354 0.0 0.1 -0.4 0.043
H -9.357 -0.478 -13.157 0.4 0.3 -0.1 0.059
H -9.059 -1.873 -12.131 0.3 0.0 -0.1 0.031
O -8.519 -6.062 -15.827 -0.4 0.7 -0.2 -0.283
S -9.195 -5.311 -16.849 0.1 -0.9 -2.9 0.628
O -10.583 -5.601 -17.164 1.0 0.6 0.9 -0.279
O -8.978 -3.722 -16.663 -0.2 -1.1 0.5 -0.293
C -10.031 -2.813 -17.023 -1.4 0.0 0.3 -0.225
C -9.741 -1.526 -16.310 0.2 1.1 -0.7 -0.056
C -8.254 -5.473 -18.390 -0.6 -0.5 1.0 -0.082
H -11.015 -3.185 -16.725 0.2 -0.4 0.2 0.117
H -10.097 -2.732 -18.110 0.4 0.3 0.0 0.134
H -8.751 -1.202 -16.641 -0.7 0.3 0.1 0.050
H -9.794 -1.541 -15.222 0.1 -0.5 0.0 0.067
H -10.420 -0.719 -16.597 -0.2 -0.3 -0.3 0.098
H -8.226 -6.526 -18.669 -0.2 0.0 0.1 0.078
H -7.235 -5.150 -18.202 -0.1 0.4 -0.2 0.071
H -8.847 -4.922 -19.115 0.4 0.2 -0.2 0.073
O -19.158 -3.392 -13.009 1.4 0.3 -0.2 -0.261
S -18.005 -2.619 -12.631 -0.3 1.4 -0.2 0.640
O -17.416 -2.803 -11.330 0.0 -0.1 -0.4 -0.299
O -16.808 -2.712 -13.752 -1.5 -0.8 1.0 -0.257
C -15.467 -2.554 -13.272 0.5 0.9 -0.1 -0.284
C -14.629 -2.465 -14.523 0.2 -0.8 -0.2 -0.046
C -18.402 -0.864 -12.861 -0.6 -0.7 -0.1 -0.098
H -15.170 -3.375 -12.619 -0.1 0.0 0.0 0.110
H -15.353 -1.608 -12.745 -0.3 -0.1 0.3 0.079
H -15.152 -1.886 -15.281 0.1 0.0 0.0 0.095
H -14.486 -3.487 -14.880 0.1 0.1 -0.4 0.068
H -13.652 -2.016 -14.345 0.0 0.0 0.1 0.061
H -17.583 -0.236 -12.522 0.1 -0.1 -0.2 0.044
H -19.329 -0.629 -12.340 0.2 -0.2 0.4 0.078
H -18.658 -0.724 -13.910 0.4 0.0 -0.1 0.076
O -11.661 -6.381 -11.284 0.0 0.1 1.1 -0.362
S -11.404 -7.191 -12.447 -2.6 -0.8 -4.0 0.686
O -10.765 -8.464 -12.379 0.0 0.7 0.7 -0.226
O -12.885 -7.480 -13.110 1.8 0.0 0.8 -0.249
C -13.843 -6.405 -13.097 -1.1 -0.2 0.5 -0.270
C -14.743 -6.552 -14.322 0.4 -0.3 0.0 -0.041
C -10.736 -6.207 -13.822 -0.4 -1.1 1.7 -0.061
H -13.381 -5.415 -13.048 0.2 -0.1 -0.2 0.096
H -14.400 -6.519 -12.163 -0.1 0.0 -0.1 0.123
H -14.980 -7.591 -14.554 0.3 -0.1 0.3 0.088
H -14.195 -6.154 -15.175 -0.4 0.1 -0.2 0.079
H -15.726 -6.102 -14.189 0.3 0.5 0.0 0.087
H -11.116 -6.641 -14.742 0.1 -0.2 0.1 0.077
H -9.683 -6.428 -13.666 0.3 1.0 -0.5 0.061
H -11.165 -5.222 -13.663 0.8 0.4 -0.1 0.071
O -13.588 -0.111 -12.174 -0.3 0.4 -0.2 -0.308
S -14.031 1.087 -12.865 1.3 1.2 -0.7 0.625
O -15.236 1.072 -13.646 0.4 -0.1 0.7 -0.266
O -14.129 2.334 -11.850 -0.6 -1.7 -0.8 -0.245
C -13.076 2.435 -10.866 0.6 1.6 0.6 -0.259
C -13.351 3.662 -10.002 0.2 0.0 0.6 -0.048
C -12.619 1.647 -13.899 -0.7 0.0 1.1 -0.075
H -12.165 2.678 -11.411 0.2 -0.5 0.2 0.092
H -12.952 1.548 -10.248 -0.2 -0.2 -0.3 0.103
H -14.283 3.620 -9.438 -0.1 0.0 -0.3 0.063
H -13.275 4.617 -10.519 -0.2 -0.2 -0.3 0.084
H -12.578 3.713 -9.231 0.1 -0.2 -0.1 0.092
H -12.318 0.866 -14.591 -0.2 -0.1 0.0 0.062
H -11.835 1.860 -13.173 0.2 -0.3 -0.2 0.038
H -12.871 2.582 -14.393 -0.3 -0.2 -0.1 0.078